# 1
Density functional theory data (wB97M-V/def2-TZVPD) for a 2-piece molecular cluster, C21H41BF5N5OS overall.

Each line ends with the Mulliken charge.
Geometry (Å):
S 4.07 -0.42 -1.03  -0.142
F -0.85 0.66 -5.09  -0.384
F 2.88 -5.31 0.01  -0.229
F -1.20 1.07 -2.85  -0.115
F -2.41 2.23 -4.44  -0.401
F -2.81 -0.01 -4.08  -0.423
O -3.38 3.40 1.39  -0.318
N 3.29 -4.02 0.10  0.492
N 1.02 -3.51 0.40  -0.716
N 2.45 -1.84 0.55  -0.041
N 1.16 -1.34 0.68  0.484
N 4.98 -3.91 2.29  -0.387
C 0.82 0.08 0.91  0.236
C 4.96 1.11 -0.65  -0.397
C -3.37 -2.42 -0.51  -1.360
C 0.62 3.29 -0.01  -0.960
C 5.51 -3.79 1.16  -0.293
C -4.35 2.40 1.63  -0.450
C -0.08 0.18 2.15  -1.907
C 1.07 2.02 -0.75  -0.387
C 5.09 1.94 -1.94  -1.303
C -4.23 -1.25 0.01  -0.285
C -2.83 3.96 2.57  -0.778
C -4.38 -0.17 -1.07  -0.905
C -1.14 -2.41 0.67  -0.910
C 4.70 -3.84 -0.11  -0.712
C 0.35 -2.38 0.59  0.400
C -3.94 1.23 -0.64  0.859
C 2.29 -3.15 0.35  0.425
C 0.25 0.77 -0.36  0.934
C 3.63 -1.02 0.64  -1.046
C -4.93 1.95 0.31  -1.090
C -1.87 -2.04 -0.62  0.787
B -1.82 0.99 -4.13  0.287
H -5.79 1.29 0.52  0.384
H -1.42 -2.55 -1.47  0.459
H 4.43 -1.61 1.07  0.579
H -3.72 -0.45 -1.90  0.188
H -1.13 0.28 1.85  0.243
H 4.39 1.67 0.10  0.296
H -2.96 1.18 -0.15  -1.048
H -5.15 2.81 2.26  0.475
H 1.74 0.61 1.14  0.617
H 4.90 -2.96 -0.73  0.255
H 5.03 -4.69 -0.70  0.408
H -2.84 5.05 2.49  0.275
H -3.70 -0.81 0.87  0.034
H 5.69 -3.86 3.03  0.268
H 1.32 3.57 0.79  0.396
H -0.02 -0.70 2.79  0.413
H -0.76 1.11 -0.15  -1.284
H -5.34 2.83 -0.19  0.371
H 5.93 1.60 -2.54  0.399
H -1.80 3.63 2.71  0.173
H -3.92 1.55 2.19  0.327
H 0.17 1.08 2.72  0.426
H -0.36 3.17 0.45  -0.030
H 0.57 4.14 -0.68  0.382
H 2.13 1.84 -0.53  -0.280
H -3.71 -2.71 -1.51  0.403
H 0.21 0.07 -1.19  0.672
H -5.18 -1.61 0.41  0.483
H -1.49 -1.81 1.51  0.309
H 5.29 2.98 -1.66  0.361
H -3.49 -3.28 0.16  0.457
H -3.80 1.83 -1.55  0.523
H 4.18 1.91 -2.54  0.327
H -1.37 -3.45 0.91  0.522
H -3.42 3.70 3.46  0.390
H -5.38 -0.12 -1.51  0.533
H 6.59 -3.63 1.02  0.383
H 5.95 0.87 -0.27  0.453
H 1.01 2.16 -1.83  0.530
H 3.46 -0.18 1.31  0.548
H -1.83 -0.96 -0.80  -0.588

Calculated values
Energy above the lowest of the compared OMol25 structures with the same formula, charge and spin, kJ/mol: 0.0
HOMO-LUMO gap, eV: 9.23
HOMO, eV: -9.55

# 2
Density functional theory data (wB97M-V/def2-TZVPD) for a single C2H8N molecule in a non-equilibrium geometry.

Each line ends with the Mulliken spin population.
Geometry (Å):
N -0.27 -0.24 -0.64  -0.092
C -0.03 -1.30 0.56  0.231
C 0.14 1.30 -0.12  2.090
H -0.60 1.77 0.55  -0.431
H 1.07 1.14 0.49  -0.148
H -1.21 -0.10 -0.93  -0.027
H 0.56 -2.07 0.10  -0.007
H 0.27 2.15 -0.78  -0.508
H 0.38 -0.35 -1.44  -0.003
H 0.65 -0.74 1.22  -0.021
H -0.94 -1.56 0.98  -0.085

Calculated values
Energy above the lowest of the compared OMol25 structures with the same formula, charge and spin, kJ/mol: 290.5
HOMO-LUMO gap (alpha / beta), eV: 3.01 / 13.18
HOMO (alpha / beta), eV: -2.56 / -12.83
Spin multiplicity: 2
Expectation value of S²: 0.751

# 3
Density functional theory data (wB97M-V/def2-TZVPD) for C13H6AlF6N8O8S3 as an isolated structure in a non-equilibrium geometry.

Each line ends with the natural charge from an NBO analysis.
Geometry (Å):
S 0.64 4.20 -0.03  2.309
S 1.60 -3.62 -1.14  0.338
S 1.38 1.39 0.26  2.285
Al -1.16 -0.37 0.43  1.779
F 2.23 1.15 -2.29  -0.296
F 3.74 1.47 -0.80  -0.325
F 1.17 3.53 -2.42  -0.333
F 0.58 5.65 -2.23  -0.290
F 2.61 5.02 -1.53  -0.313
F 2.84 -0.47 -0.97  -0.317
O -0.74 3.92 -0.30  -0.921
O -2.66 -2.20 -1.13  -0.461
O -2.50 -1.48 0.93  -0.642
O 1.92 0.65 1.38  -0.890
O -2.38 0.54 -0.66  -0.670
O -3.85 -3.10 0.48  -0.388
O 0.10 0.81 -0.29  -1.031
O 1.01 5.23 0.85  -0.910
N -5.59 2.03 -0.59  -0.296
N -3.02 -2.32 0.05  0.733
N 0.14 -1.60 -2.21  -0.779
N 0.05 -1.91 0.13  -0.681
N -0.56 0.77 3.17  -0.366
N -2.16 1.70 -1.21  0.068
N -2.70 4.79 -2.42  -0.312
N 1.45 2.90 0.31  -1.247
C -0.92 0.34 2.15  -0.250
C 0.46 -2.26 -1.07  0.371
C -3.18 2.47 -1.40  -0.109
C 1.09 -3.50 3.32  -0.200
C 2.01 -4.77 1.46  -0.219
C 1.41 -3.82 0.64  -0.196
C -2.89 3.71 -2.04  0.287
C -4.56 2.29 -1.00  0.259
C 0.46 -2.57 2.47  -0.209
C 0.59 -2.77 1.09  0.204
C 1.87 -4.56 2.84  -0.211
C 1.31 4.68 -1.67  0.715
C 2.60 0.83 -1.09  0.749
H 0.18 -2.16 -3.07  0.411
H -0.55 -0.86 -2.18  0.435
H 1.09 -3.25 4.37  0.221
H -0.10 -1.73 2.87  0.266
H 2.35 -5.23 3.52  0.213
H 2.64 -5.53 1.05  0.220

Calculated values
Energy above the lowest of the compared OMol25 structures with the same formula, charge and spin, kJ/mol: 35.5
HOMO-LUMO gap, eV: 8.91
HOMO, eV: -7.06
Total charge: -1

# 4
Density functional theory data (wB97M-V/def2-TZVPD) for C29H32I2NPW as an isolated structure.

Each line ends with the natural charge from an NBO analysis.
Geometry (Å):
W -0.31 -1.57 0.05  0.587
I -2.75 -0.45 -0.25  0.823
I -2.21 -3.61 0.76  0.640
P 0.30 0.90 0.74  1.281
N 0.30 -1.76 2.13  -0.826
C 1.90 -2.49 -0.62  0.085
C -0.55 -0.91 4.29  -0.215
C -0.20 -3.02 -1.83  -0.240
C -0.60 1.70 3.29  -0.087
C 2.32 2.78 0.40  -0.153
C -2.42 -2.33 -3.69  -0.604
C 3.60 3.27 0.62  -0.173
C -1.35 -0.04 -3.96  -0.615
C -1.12 -1.52 -3.67  -0.295
C 0.61 -0.80 -1.92  -0.251
C 1.99 1.49 0.81  -0.505
C -2.32 3.95 -1.48  -0.138
C 2.94 0.71 1.48  -0.148
C -0.35 2.58 -1.38  -0.219
C 4.55 2.48 1.26  -0.095
C -0.23 -1.79 -2.49  0.161
C -3.78 -2.30 0.11  -0.687
C 3.09 -2.91 0.17  -0.679
C -0.74 2.10 -0.13  -0.463
C -0.27 0.64 2.44  -0.463
C 1.70 -1.16 -1.06  -0.233
C -0.92 0.15 5.11  -0.102
C -1.14 3.50 -2.06  -0.165
C -0.21 -0.65 2.98  0.117
C 4.22 1.20 1.70  -0.200
C -0.93 1.45 4.62  -0.162
C -2.72 3.49 -0.24  -0.128
C -1.94 2.56 0.44  -0.242
C 0.81 -3.36 -0.88  -0.287
H 1.32 -1.80 2.25  0.439
H -2.25 -3.41 -3.68  0.232
H 0.52 0.23 -2.22  0.290
H 1.59 3.43 -0.07  0.241
H -0.49 -1.92 -4.49  0.300
H -1.85 0.48 -3.13  0.194
H -2.93 4.69 -2.01  0.271
H -1.18 2.27 5.27  0.277
H 4.95 0.61 2.23  0.258
H 2.40 -0.39 -0.76  0.311
H 3.86 4.27 0.30  0.268
H 2.69 -0.28 1.87  0.165
H -4.23 -2.67 -0.80  0.285
H 3.62 -2.06 0.60  0.259
H -1.98 0.06 -4.84  0.279
H -0.59 2.72 2.93  0.245
H -0.49 -1.91 4.70  0.255
H -3.09 -2.05 -2.87  0.175
H 3.78 -3.41 -0.52  0.322
H -2.25 2.23 1.42  0.235
H -2.96 -2.12 -4.62  0.283
H -0.94 -3.78 -2.06  0.300
H -0.42 0.49 -4.19  0.231
H 2.84 -3.65 0.94  0.259
H -3.62 3.86 0.22  0.256
H -0.82 3.88 -3.02  0.264
H 0.81 -4.35 -0.44  0.300
H -0.03 -2.62 2.57  0.425
H -4.51 -2.16 0.91  0.293
H -1.17 -0.04 6.15  0.277
H 5.55 2.86 1.43  0.268
H 0.60 2.30 -1.82  0.227

Calculated values
Energy above the lowest of the compared OMol25 structures with the same formula, charge and spin, kJ/mol: 0.0
HOMO-LUMO gap (alpha / beta), eV: 5.16 / 5.16
HOMO (alpha / beta), eV: -20.08 / -20.08
Total charge: +4

# 5
Density functional theory data (wB97M-V/def2-TZVPD) for a 2-piece molecular cluster, C3H9N3 overall in a non-equilibrium geometry.

Each line ends with the Mulliken spin population.
Geometry (Å):
N 2.31 1.50 2.96  -0.256
N -0.94 -0.74 -2.49  0.537
N 1.13 0.99 1.00  -0.531
C -2.18 -2.02 -0.86  0.017
C -2.06 -0.97 -1.67  0.655
C 1.96 1.71 1.64  2.536
H -0.42 -1.58 -2.70  -0.224
H -1.57 -2.89 -1.06  0.007
H 1.56 1.24 3.57  -0.118
H 1.33 1.09 -0.01  -0.188
H -2.67 -0.09 -1.52  -0.271
H -2.80 -1.98 0.03  -0.058
H -1.24 -0.31 -3.35  -0.336
H 3.25 1.43 3.30  -0.324
H 2.33 2.61 1.17  -0.445

Calculated values
Energy above the lowest of the compared OMol25 structures with the same formula, charge and spin, kJ/mol: 193.8
HOMO-LUMO gap (alpha / beta), eV: 2.29 / 9.36
HOMO (alpha / beta), eV: 1.55 / -5.33
Spin multiplicity: 2
Total charge: -1
Expectation value of S²: 0.750

# 6
Density functional theory data (wB97M-V/def2-TZVPD) for a 2-piece molecular cluster, C5H6O2 overall in a non-equilibrium geometry.

Each line ends with the natural charge from an NBO analysis.
Geometry (Å):
O 3.34 0.12 0.45  -0.471
O 1.95 0.77 0.68  -0.293
C 0.59 -0.87 -0.60  -0.627
C -0.77 1.35 0.78  -0.209
C -2.28 -0.25 -0.31  -0.425
C -1.75 0.81 0.34  -0.004
C 1.04 0.15 0.04  0.410
H 1.17 -1.68 -1.15  0.253
H -0.19 2.04 1.33  0.239
H -2.85 -0.84 0.31  0.219
H -2.65 -0.06 -1.25  0.213
H -0.61 -0.87 -0.91  0.235
H 3.94 0.83 0.55  0.460

Calculated values
Energy above the lowest of the compared OMol25 structures with the same formula, charge and spin, kJ/mol: 919.5
HOMO-LUMO gap (alpha / beta), eV: 7.63 / 7.62
HOMO (alpha / beta), eV: -8.69 / -8.69

# 7
Density functional theory data (wB97M-V/def2-TZVPD) for a 3-piece molecular cluster, C3H9NO overall in a non-equilibrium geometry.

Each line ends with the natural charge from an NBO analysis.
Geometry (Å):
O 2.04 0.82 0.96  -0.948
N -0.31 1.30 0.09  -0.872
C -1.62 -0.24 -1.25  -0.422
C -0.07 -1.13 0.64  -0.709
C -0.63 -0.05 -0.33  0.111
H -0.84 -1.32 1.45  0.237
H -0.38 1.94 -0.61  0.354
H -1.87 -1.30 -1.37  0.204
H 0.94 -0.91 1.19  0.285
H 2.94 1.16 0.98  0.462
H 1.32 -0.02 -0.90  0.428
H 0.05 -2.06 0.01  0.215
H 0.73 1.23 0.56  0.436
H -2.31 0.57 -1.43  0.218

Calculated values
Energy above the lowest of the compared OMol25 structures with the same formula, charge and spin, kJ/mol: 741.2
HOMO-LUMO gap, eV: 5.33
HOMO, eV: -8.33

# 8
Density functional theory data (wB97M-V/def2-TZVPD) for C34H52BN3P2SV as an isolated structure in a non-equilibrium geometry.

Each line ends with the Mulliken spin population.
Geometry (Å):
V -0.79 0.06 -0.62  1.371
S 0.25 0.23 -2.46  -0.187
P -1.33 -2.38 -0.30  0.117
P -0.98 2.42 0.10  0.080
N -1.07 0.89 2.25  0.006
N 2.13 0.13 -0.14  -0.015
N -0.75 -1.36 2.04  0.015
C -1.28 -1.11 3.30  -0.009
C -3.26 4.19 0.16  -0.001
C 2.58 0.05 -3.79  -0.031
C -0.80 -5.05 -1.13  0.000
C 1.99 0.11 -2.54  -0.037
C 2.75 0.07 -1.35  0.040
C -3.53 1.75 -0.37  0.014
C 2.89 0.08 0.95  0.016
C -2.24 -1.44 5.45  -0.002
C -3.42 -4.16 0.59  0.001
C -0.07 5.06 0.37  -0.002
C 2.25 0.18 2.30  -0.011
C -2.50 3.28 -2.06  0.004
C -2.45 -0.06 5.57  -0.001
C -3.73 -1.71 0.88  -0.003
C -1.49 0.28 3.43  -0.009
C -0.49 -3.60 -1.48  -0.007
C 3.97 -0.06 -3.91  0.010
C -3.83 -2.72 -1.41  -0.005
C 0.85 3.75 -1.57  -0.001
C -2.64 2.99 -0.55  -0.022
C 1.02 -3.35 -1.33  -0.008
C 4.74 -0.10 -2.78  -0.032
C 4.92 -0.11 -0.31  0.000
C 1.57 3.18 0.75  0.000
C 4.29 -0.04 0.89  0.003
C -0.92 -3.29 -2.93  0.001
C -3.15 -2.80 -0.05  -0.013
C -2.08 0.81 4.57  0.001
C -1.22 2.30 1.94  -0.003
C -0.59 -2.65 1.39  0.031
C -1.65 -1.98 4.32  0.000
C 4.16 -0.05 -1.50  0.003
C 0.40 3.68 -0.11  0.008
B -0.60 -0.12 1.37  -0.374
H 5.82 -0.18 -2.85  -0.001
H 4.42 -0.11 -4.89  0.000
H 0.80 5.68 0.57  0.000
H -0.11 -5.69 -1.68  0.000
H -1.47 -3.05 4.25  0.000
H -4.53 1.96 -0.76  0.000
H 0.46 -2.91 1.30  -0.001
H -3.48 -0.71 0.53  0.014
H 2.98 0.52 3.04  0.000
H -1.09 -3.43 1.95  -0.004
H -3.49 3.28 -2.52  0.001
H -2.92 0.33 6.47  0.000
H 1.75 2.12 0.58  0.015
H -2.23 1.88 4.67  0.000
H 1.25 -2.29 -1.31  0.020
H -2.21 2.64 2.23  -0.004
H -1.81 -5.34 -1.43  0.000
H -2.89 -4.31 1.53  0.000
H -4.49 -4.22 0.83  0.000
H -3.65 -1.76 -1.91  0.000
H -1.07 -2.23 -3.11  0.003
H 1.40 3.34 1.81  0.001
H 1.41 0.87 2.29  0.002
H 2.47 3.73 0.47  0.000
H -3.64 1.46 0.68  0.001
H 1.24 2.80 -1.91  0.001
H -2.05 4.25 -2.24  0.001
H 6.00 -0.19 -0.38  0.000
H -0.67 5.57 -0.38  0.000
H 1.66 4.48 -1.64  0.000
H -1.90 2.51 -2.56  0.000
H 0.06 4.08 -2.24  0.000
H -1.84 -3.81 -3.20  0.001
H -0.65 5.00 1.29  0.000
H -3.20 -4.99 -0.07  0.000
H -4.82 -1.80 0.89  0.000
H -2.79 5.12 -0.13  0.000
H 4.86 -0.08 1.82  0.000
H -2.54 -2.09 6.26  0.000
H -0.66 -5.26 -0.07  0.000
H -3.14 0.90 -0.95  0.000
H 1.95 0.08 -4.67  0.001
H -3.38 -1.83 1.90  0.002
H -3.50 -3.52 -2.07  0.001
H -0.49 2.90 2.48  -0.001
H -4.91 -2.83 -1.30  0.001
H -3.22 4.12 1.25  0.000
H -0.15 -3.63 -3.62  0.001
H -4.32 4.26 -0.12  0.000
H 1.89 -0.80 2.61  -0.001
H 1.55 -3.81 -2.16  0.000
H 1.40 -3.81 -0.41  0.001

Calculated values
Energy above the lowest of the compared OMol25 structures with the same formula, charge and spin, kJ/mol: 98.2
HOMO-LUMO gap (alpha / beta), eV: 6.11 / 6.89
HOMO (alpha / beta), eV: -13.25 / -13.28
Spin multiplicity: 2
Total charge: +2
Expectation value of S²: 0.859

Computed E_tot (eV) in order:
-57040.96399, -3688.35394, -97287.25249, -59356.54985, -7723.99998, -9367.56568, -6787.37382, -96337.83614